C33H40N3O3Os | ωB97M-V/def2-TZVPD

```
80
Properties=species:S:1:pos:R:3
Os 0.1049 0.6345 0.3231
C 2.0165 -0.6997 -3.8345
C 1.4907 -1.4293 -2.5926
C 0.9295 -2.7968 -2.9823
C 2.5757 -1.5036 -1.5346
C 3.4724 -2.5648 -1.5209
C 4.5192 -2.6041 -0.6135
C 4.6896 -1.5760 0.2943
C 3.8189 -0.4908 0.3235
C 4.0414 0.6205 1.3313
C 3.8451 0.1076 2.7601
C 5.4203 1.2581 1.1526
C 2.7669 -0.4844 -0.5930
N 1.8242 0.6132 -0.5448
C 2.1785 1.7759 -1.2734
O 3.2411 1.9821 -1.7845
C 1.0406 2.7684 -1.3306
C 1.0476 4.0311 -1.8852
C -0.1145 4.7954 -1.7726
C -1.2392 4.3085 -1.1064
C -1.1694 3.0354 -0.5813
N -0.0593 2.3230 -0.7330
C -2.2272 2.2761 0.1940
O -3.2638 2.7688 0.5358
N -1.8142 0.9504 0.4580
C -2.8384 0.0124 0.8463
C -3.6278 -0.6125 -0.1329
C -4.5089 -1.5992 0.3003
C -4.6219 -1.9436 1.6371
C -3.8580 -1.2851 2.5820
C -2.9514 -0.2958 2.2101
C -2.1836 0.4430 3.2925
C -1.5844 -0.4945 4.3417
C -3.0987 1.4827 3.9487
C -3.5913 -0.3563 -1.6371
C -3.6778 1.1007 -2.0939
C -2.4180 -1.0539 -2.3280
H 1.2374 -0.6233 -4.5953
H 2.8571 -1.2482 -4.2633
H 2.3706 0.3041 -3.5969
H 0.6642 -0.8380 -2.1907
H 1.6355 -3.3615 -3.5925
H 0.0225 -2.6722 -3.5762
H 0.6911 -3.4055 -2.1083
H 3.3592 -3.3688 -2.2357
H 5.2085 -3.4381 -0.6211
H 5.5143 -1.6133 0.9945
H 3.2985 1.4014 1.1598
H 4.5725 -0.6707 2.9973
H 2.8486 -0.3153 2.8983
H 3.9786 0.9182 3.4777
H 6.2168 0.5399 1.3525
H 5.5447 2.0895 1.8477
H 5.5500 1.6327 0.1368
H 1.9367 4.3986 -2.3780
H -0.1389 5.7890 -2.1995
H -2.1410 4.8926 -0.9880
H -5.1263 -2.1038 -0.4330
H -5.3196 -2.7127 1.9411
H -3.9716 -1.5357 3.6282
H -1.3543 0.9816 2.8291
H -2.3576 -0.9891 4.9304
H -0.9673 0.0758 5.0368
H -0.9575 -1.2653 3.8903
H -3.9361 0.9898 4.4468
H -3.5060 2.1740 3.2108
H -2.5503 2.0540 4.6990
H -4.4985 -0.8377 -2.0084
H -2.7029 1.5940 -2.0720
H -4.3825 1.6816 -1.5009
H -4.0054 1.1243 -3.1338
H -1.4591 -0.6769 -1.9633
H -2.4576 -0.8705 -3.4033
H -2.4535 -2.1342 -2.1785
C -0.8193 -2.5722 0.4270
C -0.1682 -1.2882 0.7157
O 0.5755 -0.9705 1.6243
H -0.1852 -3.3796 0.7927
H -1.0318 -2.6701 -0.6319
H -1.7674 -2.5772 0.9773
```

The HOMO-LUMO gap comes out at 6.713 eV. The total energy is -47945.6116 eV. Its HOMO energy is -11.5 eV. The net charge is +1. The energy relative to the best compared isomer or geometry (same formula, charge and spin) is 0.0 kcal/mol.

C33H40NRuS | ωB97M-V/def2-TZVPD

```
76
Properties=species:S:1:pos:R:3
C 1.6015 -2.1587 -0.2943
C 2.1295 -1.5587 -1.4818
C 1.1728 -1.6685 -2.5181
C -0.0050 -2.3091 -1.9861
C 0.2832 -2.6806 -0.5962
Ru -0.2660 -0.6904 -0.5166
C -1.7066 1.3559 -2.4658
C -1.7118 0.7304 -1.0536
H -1.7119 1.4901 -0.2589
C -2.3120 -0.5429 -0.7391
H -2.8158 -1.1018 -1.5311
H -2.7821 -0.6523 0.2456
C -2.6182 2.5985 -2.4862
H -2.2232 3.3869 -1.8361
H -2.7003 3.0005 -3.5034
H -3.6250 2.3323 -2.1438
C -2.2527 0.3760 -3.5101
H -1.6104 -0.5088 -3.5870
H -3.2694 0.0614 -3.2436
H -2.3030 0.8413 -4.5010
C 3.4721 -0.9264 -1.5725
H 3.6548 -0.2789 -0.7024
H 4.2838 -1.6685 -1.5898
H 3.5729 -0.3112 -2.4740
C 1.3515 -1.2335 -3.9279
H 1.8803 -0.2738 -3.9838
H 1.9278 -1.9619 -4.5199
H 0.3876 -1.1022 -4.4336
C -1.0727 -2.9709 -2.7883
H -1.1926 -2.4992 -3.7677
H -0.8233 -4.0299 -2.9613
H -2.0282 -2.9383 -2.2597
C -0.5381 -3.5955 0.2362
H -1.5769 -3.6008 -0.1133
H -0.1521 -4.6220 0.2000
H -0.5353 -3.2670 1.2829
C 2.3565 -2.3871 0.9604
H 1.6800 -2.5993 1.7940
H 3.0344 -3.2484 0.8668
H 2.9684 -1.5125 1.2143
C 0.7718 1.8179 -1.9497
C -0.2763 1.7934 -2.8667
C 2.0734 2.1450 -2.3555
C -0.0364 2.2089 -4.1817
H 0.5878 1.5652 -0.8934
C 2.3162 2.5139 -3.6773
H 2.8787 2.1234 -1.6161
C 1.2524 2.5568 -4.5900
H -0.8628 2.2687 -4.8971
H 3.3243 2.7882 -3.9945
H 1.4200 2.8839 -5.6174
N -0.3410 -0.4018 1.4333
S 0.7498 0.3781 2.4671
C -0.2073 1.8092 2.9783
C 0.3552 3.0931 2.9038
C -0.3941 4.1971 3.3243
C -1.7048 4.0128 3.7876
C -2.2668 2.7321 3.8348
C -1.5076 1.6256 3.4458
C 0.6573 -0.5980 3.9812
C 1.1635 -0.0361 5.1666
C 0.9594 -0.6756 6.3950
C 0.2891 -1.9074 6.4324
C -0.1529 -2.5016 5.2457
C 0.0654 -1.8623 4.0160
H -1.1446 -0.7669 1.9497
H 1.3756 3.2028 2.5361
H 0.0445 5.1953 3.2844
H -2.2955 4.8734 4.1092
H -3.2907 2.5760 4.1798
H -1.9206 0.6219 3.5326
H 1.6901 0.9170 5.1186
H 1.3164 -0.2115 7.3182
H 0.1185 -2.4056 7.3894
H -0.6734 -3.4607 5.2595
H -0.2593 -2.3462 3.0967
```

The HOMO-LUMO gap (alpha / beta) comes out at 5.569 / 7.015 eV. Its spin multiplicity is 5. The total energy is -49767.5030 eV. Its HOMO energy (alpha / beta) is -8.1 / -10.7 eV. The net charge is +1.

C33H41Br2Cl2F12ILi2N2NaO13S2 | ωB97M-V/def2-TZVPD

```
111
Properties=species:S:1:pos:R:3
C 4.2531 2.5598 1.4644
C 3.1654 1.7185 0.7470
C 3.0425 0.4332 1.5278
N 2.4741 -0.7167 0.7213
C 1.0950 -0.7734 0.8548
C 0.3312 0.1664 0.2081
C -1.0217 0.1516 0.2979
C -1.6819 -0.7722 1.0495
C -0.9319 -1.7307 1.6519
C 0.4501 -1.7630 1.5552
S 1.1448 -3.1144 2.4081
O 0.1235 -3.8313 3.0798
O 2.1184 -2.6221 3.3243
C 2.1111 -4.2871 1.2882
F 1.9998 -5.4919 1.8802
F 3.3738 -3.9400 1.4018
C 1.8761 -4.3203 -0.2583
F 2.9120 -5.0222 -0.7169
F 2.0348 -3.0994 -0.7526
C 0.6563 -4.9763 -0.9191
F 0.3819 -6.1782 -0.4817
F 0.9222 -5.0647 -2.2088
C -0.6182 -4.1729 -0.9005
F -0.4756 -2.9238 -1.2804
F -1.4207 -4.7273 -1.8007
F -1.2280 -4.2830 0.2591
N -3.1350 -0.7953 1.2258
C -3.8221 -0.5905 -0.0162
C -4.9670 -1.3546 -0.2577
C -5.5398 -2.3532 0.7196
C -4.7321 -3.6473 0.9425
C -5.1365 -4.7761 -0.0489
I -5.2295 -4.4758 2.9120
C -5.6181 -1.1725 -1.4494
C -5.1845 -0.2858 -2.3772
Cl -6.0394 -0.1808 -3.8597
C -4.0955 0.5004 -2.1154
C -3.6099 1.5074 -3.1213
C -2.5882 0.8673 -4.0666
O -1.8576 1.5296 -4.6779
Br -2.5199 -1.0707 -4.2430
C -3.4229 0.3458 -0.9419
S -2.0025 1.3361 -0.5644
H 5.0899 1.8992 1.6076
H 4.5164 3.4446 0.9098
H 3.8483 2.9183 2.4012
H 3.4360 1.4766 -0.2713
H 2.2617 2.3117 0.7522
H 2.4097 0.5719 2.4015
H 3.9896 0.0801 1.9020
H 2.8947 -1.5420 1.1235
H 0.8376 0.9108 -0.3723
H -1.4211 -2.4836 2.2329
H -3.3348 0.0206 1.8077
H -6.4973 -2.6781 0.3165
H -5.7728 -1.8753 1.6657
H -3.6859 -3.4720 0.9382
H -5.8219 -5.4270 0.4627
H -5.6094 -4.3682 -0.9389
H -4.2960 -5.3506 -0.3704
H -6.4883 -1.7713 -1.6509
H -4.4297 1.8668 -3.7212
H -3.1174 2.3088 -2.6041
O -6.4752 -5.7083 -3.3329
H -6.6980 -4.8105 -3.6322
H -5.6391 -6.0439 -3.7929
H -7.2153 -6.3285 -3.4698
O -0.8239 -8.8859 -4.1213
Cl -0.3411 -7.8101 -3.2971
O 0.0594 -6.6966 -4.1515
O 0.7682 -8.2360 -2.5058
O -1.4239 -7.3455 -2.4381
C 4.4925 6.9425 5.4541
C 4.6220 7.1056 3.9543
C 5.2150 5.7467 3.5955
O 4.6939 4.7866 4.5677
C 4.0804 5.4888 5.6255
H 3.7899 7.6220 5.9294
H 5.4899 7.0679 5.8709
H 3.6403 7.2594 3.4994
H 5.2638 7.9286 3.6484
H 6.3111 5.7406 3.6758
H 4.9576 5.4230 2.5948
H 2.9937 5.3781 5.5810
H 4.4253 5.0473 6.5779
Li -6.6156 0.7446 0.0530
Br 0.7811 -7.1178 2.8550
C -3.1518 -6.6640 -6.1122
O -3.7592 -6.0216 -4.9759
H -3.8959 -6.7106 -6.9056
H -2.2952 -6.0840 -6.4505
H -2.8342 -7.6666 -5.8501
H -3.0852 -5.9860 -4.2737
O 7.5051 4.4164 2.6412
H 7.7457 3.8016 3.3497
C 3.2679 9.2953 -2.3726
C 3.4503 9.0926 -0.8850
O 2.6286 8.0099 -0.3984
C 3.1130 6.7926 -0.5859
O 4.1417 6.5087 -1.1124
C 2.1559 5.7550 0.0226
F 0.8756 6.0044 -0.2880
F 2.2370 5.7538 1.3642
F 2.4430 4.5309 -0.3998
H 2.2139 9.4429 -2.6096
H 3.8299 10.1653 -2.7080
H 3.6090 8.4253 -2.9320
H 3.1256 9.9767 -0.3416
H 4.4937 8.9164 -0.6289
Na -6.9184 -1.9080 2.8027
Li 6.3548 5.4104 5.8555
```

The HOMO-LUMO gap comes out at 1.206 eV. The total energy is -296794.4127 eV. Its HOMO energy is -7.2 eV. The net charge is +1.

C33H41CuN5O2PS | ωB97M-V/def2-TZVPD

```
84
Properties=species:S:1:pos:R:3
Cu 0.4342 -0.6291 0.4603
C -0.7730 2.7133 -1.7672
C -1.7794 1.5674 -1.6476
C -2.8307 1.6276 -2.7538
P -0.8839 -0.0245 -1.4049
C -2.0794 -1.3538 -1.8343
C -3.1840 -1.3710 -0.7758
C -1.3795 -2.7048 -1.9151
C 0.4189 -0.1323 -2.6753
C 0.2318 0.1747 -4.0121
C 1.2533 0.0727 -4.9564
C 1.0207 0.4330 -6.3927
C 2.5153 -0.3560 -4.5244
C 2.7429 -0.6885 -3.2127
C 1.7043 -0.5930 -2.2528
N 1.9132 -0.8690 -0.9431
C 3.0509 -1.5855 -0.5310
C 3.8165 -1.0128 0.5014
C 3.4834 0.3476 1.0449
C 4.9133 -1.7106 0.9818
C 5.2477 -2.9708 0.4974
C 6.4327 -3.7210 1.0351
C 4.4507 -3.5258 -0.4971
C 3.3591 -2.8589 -1.0362
C 2.5173 -3.5468 -2.0767
H -1.2557 3.6654 -1.5410
H -0.3754 2.7756 -2.7813
H 0.0802 2.5976 -1.0931
H -2.3096 1.6795 -0.6949
H -2.3997 1.4998 -3.7466
H -3.3088 2.6092 -2.7379
H -3.6166 0.8846 -2.6245
H -2.5089 -1.1227 -2.8141
H -2.7774 -1.7026 0.1835
H -3.9716 -2.0689 -1.0640
H -3.6491 -0.3964 -0.6172
H -0.8382 -2.9248 -0.9891
H -0.6721 -2.7500 -2.7442
H -2.1155 -3.4979 -2.0569
H -0.7457 0.4895 -4.3561
H -0.0410 0.4485 -6.6343
H 1.5151 -0.2741 -7.0587
H 1.4284 1.4231 -6.6092
H 3.3260 -0.4236 -5.2400
H 3.7261 -1.0004 -2.8869
H 3.4311 1.0963 0.2527
H 4.2364 0.6643 1.7648
H 2.5187 0.3641 1.5644
H 5.5204 -1.2611 1.7594
H 6.8713 -3.2085 1.8897
H 7.2064 -3.8244 0.2724
H 6.1497 -4.7260 1.3503
H 4.6785 -4.5221 -0.8610
H 2.6146 -4.6267 -1.9768
H 2.8204 -3.2831 -3.0920
H 1.4616 -3.2914 -1.9794
S 1.0707 0.2928 4.4510
C -0.3988 0.9962 4.6519
N -0.5804 2.2938 5.0057
C -1.7167 2.9928 4.4470
C -3.0756 2.3694 4.7951
C -2.9199 0.8420 4.8571
N -1.6005 0.3478 4.4172
H 0.2675 2.8084 5.1897
H -1.6257 4.0436 4.7087
H -3.7147 2.8388 5.5390
H -3.3151 0.3092 5.7173
O 1.0791 -2.7416 2.5445
C 0.7999 -1.7797 2.0264
N -4.9106 4.0986 2.8411
C -4.6336 2.7953 2.5631
O -5.2613 2.1450 1.7523
C -3.4433 2.2139 3.2763
C -3.4267 0.6739 3.4021
C -2.0683 0.0381 3.0374
N -1.2986 0.6721 1.9867
C -1.2539 1.9416 1.9982
C -2.0563 2.8254 2.9098
H -5.7485 4.4917 2.4446
H -4.5176 4.5500 3.6480
H -4.3442 0.1729 3.1161
H -2.1026 -1.0367 2.8486
H -0.6457 2.4242 1.2327
H -2.1545 3.8055 2.4424
```

The HOMO-LUMO gap (alpha / beta) comes out at 7.878 / 5.969 eV. Its spin multiplicity is 2. The total energy is -111190.0308 eV. Its HOMO energy (alpha / beta) is -10.2 / -10.4 eV. The net charge is +1. The energy relative to the best compared isomer or geometry (same formula, charge and spin) is 60.7 kcal/mol.

C33H41GeLaN4O5 | ωB97M-V/def2-TZVPD

```
85
Properties=species:S:1:pos:R:3
La 0.0469 0.6351 -0.1232
C -2.8826 2.7511 2.0571
C -3.1908 1.3109 2.3493
C -3.6374 0.9301 3.6083
C -4.0878 -0.3589 3.8361
C -4.1363 -1.2597 2.7837
C -3.6877 -0.9058 1.5186
C -3.8501 -1.8573 0.3683
C -3.1495 0.3640 1.3265
N -2.5507 0.7237 0.0853
C -3.4507 1.2026 -0.7907
O -4.6590 1.3205 -0.6071
C -2.8861 1.6318 -2.1317
C -3.7409 2.0792 -3.1324
C -3.1976 2.4476 -4.3514
C -1.8255 2.3630 -4.5349
C -1.0479 1.9198 -3.4779
N -1.5678 1.5626 -2.3015
C 0.4529 1.8258 -3.6186
O 0.9774 2.0363 -4.7096
N 1.0681 1.4959 -2.4718
C 2.4624 1.4167 -2.5234
C 3.3045 2.4170 -2.8870
C 2.7780 3.7779 -3.2066
C 4.7309 2.1806 -2.9577
C 5.3077 1.0357 -2.5640
C 4.4650 -0.0039 -1.9325
C 2.9835 -0.0236 -2.3022
C 2.3075 -1.0827 -3.1233
H -2.8052 3.3268 2.9775
H -1.9512 2.8871 1.4940
H -3.6748 3.1811 1.4413
H -3.6476 1.6574 4.4074
H -4.4273 -0.6516 4.8198
H -4.5332 -2.2513 2.9418
H -3.8457 -2.8901 0.7131
H -4.7990 -1.6748 -0.1410
H -3.0678 -1.7291 -0.3828
H -4.7977 2.1207 -2.9179
H -3.8355 2.7970 -5.1512
H -1.3366 2.6273 -5.4591
H 1.9385 4.0203 -2.5545
H 3.5491 4.5369 -3.0941
H 2.3943 3.7969 -4.2344
H 5.3428 2.9891 -3.3327
H 6.3766 0.9026 -2.6122
H 4.9313 -0.9842 -1.8337
H 2.6524 -2.0736 -2.8216
H 1.2235 -1.0447 -3.0118
H 2.5273 -0.9465 -4.1811
O 4.0537 0.4649 -0.5914
C 2.7480 0.4787 -0.9183
O -0.4877 -2.8290 3.1149
C -0.4052 -2.8946 1.9253
O -0.9587 -2.0042 1.0673
C 0.2757 -3.9981 1.1696
N 0.3708 -3.6101 -0.2376
C -0.1303 -4.7177 -1.0681
C -0.1913 -5.9281 -0.1358
C -0.5469 -5.2912 1.1996
H 1.2612 -4.1504 1.6300
H 1.3234 -3.3682 -0.4775
H -0.7172 -2.4000 0.1744
H 0.5205 -4.8601 -1.9307
H -1.1258 -4.4687 -1.4410
H 0.7824 -6.4163 -0.0733
H -0.9197 -6.6660 -0.4585
H -0.3031 -5.8981 2.0657
H -1.6123 -5.0615 1.2436
C 0.1244 1.7473 3.8581
Ge 1.8636 1.2065 3.1308
C 3.0110 0.6569 4.6199
C 2.6980 2.7633 2.2572
C 1.5393 -0.1838 1.8227
H 0.2204 2.4011 4.7219
H -0.4417 0.8650 4.1483
H -0.4622 2.2850 3.1205
H 3.1461 1.4626 5.3349
H 3.9883 0.3614 4.2442
H 2.5711 -0.1927 5.1349
H 2.9699 3.5260 2.9829
H 2.0372 3.2351 1.5282
H 3.5948 2.4486 1.7280
H 1.1355 -1.0080 2.4166
H 2.5159 -0.4890 1.4399
```

The HOMO-LUMO gap comes out at 6.991 eV. The total energy is -108458.4182 eV. Its HOMO energy is -7.7 eV. The net charge is 0. The energy relative to the best compared isomer or geometry (same formula, charge and spin) is 115.3 kcal/mol.